C15H29BO15PS | ωB97M-V with the def2-TZVPD basis set

Values from the calculation:
- net charge = -1
- HOMO level (Ha) = -0.1813
- energy (Ha) = -2481.990103
- energy above the lowest of the compared OMol25 structures with the same formula, charge and spin (kJ/mol) = 307.72
- Kohn-Sham gap (Ha) = 0.263

Geometry (Å):
C  -5.033  -1.959  2.135
C  -4.521  -1.262  0.993
C  -3.357  -0.174  0.994
C  -3.632  1.118  1.915
C  -2.612  1.293  3.126
O  -2.946  0.884  4.244
O  -1.357  1.923  3.014
O  -3.518  0.417  -0.335
B  -2.578  -0.114  -1.344
O  -1.640  -0.934  -0.547
C  -1.815  -0.640  0.843
P  -1.195  -2.156  1.769
O  -1.661  -3.632  1.071
O  0.532  -2.157  1.699
S  -1.637  -2.149  3.682
H  -4.504  -2.786  2.699
H  -6.091  -1.698  2.499
H  -5.031  -1.484  -0.006
H  -3.477  2.036  1.243
H  -4.726  1.183  2.244
H  -1.217  2.298  2.121
H  -1.950  0.835  -1.723
H  -3.043  -0.695  -2.275
H  -1.097  0.204  1.109
H  -2.290  -3.493  0.331
H  0.857  -1.249  1.883
C  -4.902  2.595  -1.274
O  -5.150  3.734  -2.109
C  -4.587  4.865  -1.676
O  -3.918  4.991  -0.680
O  -4.896  5.845  -2.545
C  -4.356  7.118  -2.203
H  -5.404  1.737  -1.720
H  -3.836  2.380  -1.223
H  -5.313  2.755  -0.275
H  -3.264  7.082  -2.187
H  -4.744  7.456  -1.240
H  -4.667  7.828  -2.970
C  2.617  -3.495  0.515
O  3.774  -3.431  -0.327
C  3.554  -3.797  -1.597
O  2.503  -4.159  -2.058
O  4.714  -3.689  -2.267
C  4.627  -4.049  -3.644
H  2.913  -3.179  1.515
H  1.843  -2.821  0.156
H  2.240  -4.519  0.575
H  3.929  -3.394  -4.170
H  4.330  -5.094  -3.751
H  5.617  -3.923  -4.083
C  8.930  1.119  0.501
O  7.566  1.178  0.090
C  6.827  0.129  0.488
O  7.221  -0.808  1.136
O  5.578  0.308  0.040
C  4.672  -0.741  0.391
H  9.428  2.013  0.125
H  9.004  1.113  1.590
H  9.423  0.243  0.075
H  4.578  -0.819  1.477
H  4.995  -1.687  -0.037
H  3.695  -0.490  -0.023


C26H46FN3O9P2SSr | ωB97M-V with the def2-TZVPD basis set

Values from the calculation:
- net charge = +2
- HOMO level (Ha) = -0.4562
- energy (Ha) = -3069.852088
- Kohn-Sham gap (Ha) = 0.156

Geometry (Å):
C  1.745  2.248  3.375
C  0.757  3.085  2.369
C  -0.774  2.505  2.259
F  -1.604  3.360  3.188
C  -1.313  2.829  0.742
N  -2.855  2.867  0.692
O  -0.714  2.008  -0.321
C  -0.915  0.546  -0.044
C  -1.023  -0.338  -1.464
C  -2.320  0.412  -2.234
C  -3.757  0.169  -1.523
C  -4.730  1.481  -1.883
C  -6.220  1.091  -1.283
N  -6.439  1.500  0.157
C  -7.947  1.663  0.299
C  -6.072  0.411  1.143
C  -6.529  -1.162  1.075
O  -5.325  0.775  2.219
O  0.049  -0.090  -2.396
C  1.282  -0.786  -2.283
C  1.274  -2.031  -3.400
O  2.440  -2.920  -3.295
N  3.170  -2.923  -4.436
O  4.310  -2.623  -4.039
C  1.887  -1.179  -0.832
O  2.624  -0.025  -0.215
C  3.510  -0.628  0.834
C  2.940  -1.561  2.084
C  3.870  -2.282  3.228
C  3.080  -3.217  4.366
C  5.513  -2.100  3.195
C  6.121  -1.144  1.994
C  5.168  -0.411  0.834
C  5.960  0.509  -0.267
C  5.169  1.897  -0.692
C  6.502  -0.357  -1.591
P  2.616  0.435  -3.036
S  2.070  2.269  -2.688
P  -1.625  -2.121  -1.221
O  -0.534  -3.239  -1.055
O  -2.694  -2.324  0.186
O  -2.623  -2.637  -2.599
H  2.622  2.892  3.830
H  2.264  1.408  2.706
H  1.073  1.722  4.187
H  1.229  3.031  1.275
H  0.724  4.252  2.620
H  -0.915  1.399  2.612
H  -0.986  3.953  0.512
H  -3.116  3.863  0.961
H  -3.230  2.189  1.420
H  -1.879  0.416  0.634
H  -0.009  0.235  0.625
H  -2.096  1.539  -2.478
H  -2.361  -0.136  -3.295
H  -3.757  -0.008  -0.370
H  -4.336  -0.762  -1.997
H  -4.299  2.493  -1.485
H  -4.820  1.536  -3.060
H  -6.386  -0.066  -1.487
H  -7.031  1.643  -1.954
H  -8.345  2.627  -0.232
H  -8.479  0.673  -0.081
H  -8.202  1.760  1.461
H  -6.405  -1.663  0.018
H  -7.660  -1.238  1.402
H  -5.891  -1.761  1.874
H  0.235  -2.582  -3.456
H  1.385  -1.473  -4.451
H  2.701  -2.052  -0.856
H  1.109  -1.513  -0.015
H  1.782  -1.718  2.152
H  3.732  -4.110  4.748
H  2.699  -2.585  5.282
H  2.111  -3.693  3.856
H  6.219  -2.634  3.988
H  7.290  -1.011  1.961
H  6.962  0.874  0.270
H  5.930  2.804  -0.546
H  4.799  1.921  -1.802
H  4.322  2.072  0.109
H  5.717  -1.201  -1.821
H  6.431  0.408  -2.498
H  7.604  -0.741  -1.463
H  3.901  0.062  -2.503
H  2.670  0.289  -4.490
H  -2.694  -3.304  0.459
H  -3.181  -3.393  -2.210
Sr  4.521  -4.378  2.148


no.,LUMO (eV)
1,2.23
2,-8.17